1.
A 20-piece molecular cluster, C47H73BF3N21O3 overall. Source: the Open Molecules 2025 dataset; level of theory: the ωB97M-V functional and the def2-TZVPD basis.

The geometry in ORCA input format:
```
! wB97M-V def2-TZVPD RIJCOSX def2/J DEFGRID3
* xyz 0 1
C 0.355 0.220 3.549
C -0.557 -1.098 3.781
B -0.940 -1.924 2.430
O -0.427 -3.309 2.334
C -1.868 -1.395 1.194
C -3.449 -1.609 1.531
N -3.999 -0.458 2.333
C -1.622 0.104 0.597
C -0.361 -0.068 -0.435
C 0.960 0.819 -0.195
O 1.793 0.981 -1.395
C 2.803 1.984 -1.149
F 3.659 1.977 -2.319
F 2.225 3.314 -1.021
F 3.574 1.708 0.045
C -0.204 -1.692 -0.453
O 0.808 -2.411 -0.749
N -1.526 -2.217 -0.047
H 1.481 0.068 3.802
H -0.075 1.045 4.251
H 0.321 0.659 2.488
H 0.062 -1.812 4.468
H -1.485 -0.795 4.424
H -1.176 -3.884 2.666
H -3.552 -2.549 2.214
H -4.080 -1.833 0.583
H -4.259 0.326 1.710
H -3.259 -0.074 2.965
H -2.515 0.187 -0.145
H -1.608 0.980 1.340
H -0.850 0.210 -1.439
H 1.563 0.317 0.666
H 0.622 1.852 0.240
H -1.639 -3.240 0.042
C -4.576 0.745 6.256
C -3.542 1.389 5.374
N -2.721 1.899 4.669
H -5.460 1.384 6.320
H -4.867 -0.223 5.843
H -4.170 0.597 7.259
C -6.902 5.007 6.032
C -7.261 3.723 6.729
N -7.551 2.685 7.292
H -7.810 5.539 5.742
H -6.316 5.641 6.701
H -6.314 4.792 5.138
C 6.807 1.478 -1.065
C 8.282 1.746 -0.944
N 9.466 1.953 -0.845
H 6.400 2.019 -1.922
H 6.633 0.409 -1.204
H 6.294 1.808 -0.160
C 1.964 -6.126 -0.838
C 0.564 -5.718 -0.464
N -0.546 -5.392 -0.167
H 1.934 -6.898 -1.610
H 2.513 -5.262 -1.219
H 2.482 -6.518 0.038
C 2.051 -0.132 -4.669
C 2.066 -1.158 -5.771
N 2.079 -1.973 -6.646
H 1.961 -0.628 -3.700
H 2.976 0.446 -4.690
H 1.205 0.545 -4.801
C -0.980 3.712 -2.730
C -0.873 3.606 -1.229
N -0.788 3.524 -0.035
H -0.383 2.929 -3.203
H -2.021 3.600 -3.038
H -0.613 4.686 -3.059
C 4.910 -4.954 2.041
C 4.955 -5.964 0.927
N 4.990 -6.768 0.042
H 4.812 -5.465 3.001
H 5.827 -4.363 2.044
H 4.056 -4.287 1.903
C -1.643 -0.303 -4.946
C -2.534 0.696 -4.252
N -3.249 1.485 -3.699
H -2.194 -0.811 -5.740
H -0.783 0.207 -5.384
H -1.289 -1.047 -4.229
C 0.696 -5.761 -5.220
C 0.449 -6.860 -4.221
N 0.252 -7.733 -3.426
H 1.339 -4.996 -4.780
H 1.184 -6.169 -6.107
H -0.252 -5.305 -5.513
C -1.191 7.250 -0.603
C -1.939 7.487 -1.886
N -2.534 7.676 -2.907
H -1.551 6.336 -0.126
H -0.124 7.147 -0.808
H -1.344 8.090 0.077
C -4.966 -2.528 -6.951
C -3.532 -2.985 -6.945
N -2.385 -3.358 -6.944
H -5.039 -1.530 -6.515
H -5.342 -2.499 -7.975
H -5.578 -3.218 -6.366
C -6.911 1.350 -0.309
C -5.436 1.617 -0.179
N -4.263 1.831 -0.076
H -7.313 1.895 -1.166
H -7.083 0.281 -0.454
H -7.429 1.675 0.596
C 9.060 5.226 -2.026
C 8.165 6.224 -1.339
N 7.446 7.024 -0.788
H 8.512 4.724 -2.827
H 9.926 5.735 -2.454
H 9.403 4.478 -1.309
C -10.293 0.685 5.018
C -9.253 1.327 4.142
N -8.421 1.839 3.438
H -11.175 1.326 5.079
H -10.583 -0.282 4.602
H -9.892 0.535 6.022
C -10.114 4.318 9.762
C -10.855 4.561 8.473
N -11.442 4.756 7.449
H -10.478 3.404 10.234
H -9.045 4.216 9.562
H -10.269 5.157 10.444
C 4.283 2.341 -7.497
C 2.894 2.772 -7.108
N 1.790 3.113 -6.799
H 4.230 1.560 -8.257
H 4.837 3.192 -7.897
H 4.809 1.953 -6.623
C 4.440 9.997 1.194
C 5.406 9.057 0.523
N 6.182 8.301 -0.014
H 3.877 10.551 0.440
H 3.742 9.432 1.815
H 4.984 10.704 1.822
C 7.694 -8.487 -1.548
C 9.132 -8.929 -1.528
N 10.276 -9.282 -1.511
H 7.603 -7.495 -1.102
H 7.331 -8.449 -2.577
H 7.081 -9.190 -0.981
C 8.380 -11.455 1.693
C 7.464 -10.479 2.382
N 6.736 -9.703 2.929
H 7.846 -11.959 0.885
H 9.240 -10.927 1.276
H 8.732 -12.202 2.407
*
```

E_LUMO = 0.118 eV
Kohn-Sham gap = 8.7 eV


2.
A 13-piece molecular cluster, C26H69N3O10 overall. Source: the Open Molecules 2025 dataset; level of theory: the ωB97M-V functional and the def2-TZVPD basis.

The geometry in ORCA input format:
```
! wB97M-V def2-TZVPD RIJCOSX def2/J DEFGRID3
* xyz 0 1
C -2.460 -2.800 3.016
C -1.048 -3.155 2.547
N -0.041 -3.510 2.201
H -2.775 -3.627 3.645
H -2.501 -2.085 3.773
H -3.042 -2.726 2.222
C -2.145 -3.637 -0.869
C -3.507 -4.084 -1.420
N -4.560 -4.618 -1.702
H -1.378 -4.235 -0.403
H -1.856 -3.101 -1.775
H -2.421 -2.855 -0.094
C 0.942 4.393 1.646
C 1.602 3.032 1.515
N 2.032 1.924 1.624
H 1.808 5.201 1.186
H 0.020 4.309 1.047
H 0.529 4.407 2.613
C -5.131 0.108 2.900
C -4.910 0.085 1.406
O -3.575 -0.363 1.046
H -4.275 0.813 3.362
H -5.035 -1.070 3.348
H -6.111 0.465 3.093
H -4.823 0.991 0.895
H -5.665 -0.580 0.921
H -2.754 0.279 1.074
C -1.783 2.184 2.464
C -2.449 2.925 1.258
O -2.149 2.136 0.104
H -0.811 2.101 2.337
H -2.209 1.344 2.801
H -1.757 2.958 3.284
H -2.239 4.049 1.295
H -3.406 3.011 1.425
H -2.601 2.664 -0.724
C 1.911 -0.366 -5.654
C 1.504 -0.608 -4.140
O 0.749 0.460 -3.483
H 2.586 0.410 -5.585
H 0.834 -0.155 -6.071
H 2.126 -1.254 -6.223
H 2.332 -0.730 -3.484
H 0.981 -1.575 -4.019
H 0.452 0.200 -2.530
C -2.242 -0.607 -3.286
C -2.310 -1.431 -4.495
O -3.307 -0.941 -5.519
H -3.091 -0.413 -2.649
H -1.810 0.344 -3.405
H -1.472 -1.151 -2.463
H -2.353 -2.443 -4.270
H -1.466 -1.586 -5.106
H -3.290 -1.424 -6.282
C 0.971 -1.515 -0.793
C 0.174 -0.548 -0.069
O -0.009 0.524 -0.889
H 1.079 -2.480 -0.170
H 1.905 -1.176 -0.931
H 0.611 -1.933 -1.704
H 0.867 -0.151 0.779
H -0.685 -1.051 0.165
H -0.674 1.216 -0.372
C 4.948 0.080 -0.147
C 4.178 -0.605 0.894
O 4.746 -1.838 0.973
H 4.998 -0.360 -1.154
H 6.094 0.224 -0.020
H 4.602 1.045 -0.334
H 3.032 -0.697 0.901
H 4.266 0.009 1.808
H 4.110 -2.266 1.552
C 0.551 -0.152 3.879
C 0.733 -1.118 5.074
O 2.068 -1.421 5.244
H 0.595 0.850 4.045
H -0.583 -0.167 3.451
H 1.251 -0.498 3.081
H 0.090 -2.064 5.110
H 0.572 -0.554 5.987
H 2.225 -2.091 4.593
C 3.558 -5.067 2.307
C 3.603 -3.919 3.295
O 2.748 -2.988 2.752
H 3.846 -4.625 1.427
H 2.444 -5.467 2.380
H 4.168 -5.921 2.421
H 4.578 -3.489 3.329
H 3.403 -4.132 4.425
H 1.943 -3.449 2.510
C 3.344 4.075 -1.445
C 2.484 2.903 -1.677
O 2.275 2.758 -3.102
H 4.268 4.114 -1.925
H 3.609 3.966 -0.230
H 2.858 4.984 -1.799
H 1.566 2.950 -1.161
H 3.072 2.140 -1.090
H 1.796 2.093 -3.273
C -1.000 3.677 -2.674
C -2.552 4.133 -2.672
O -3.367 3.120 -2.195
H -1.061 3.067 -3.501
H -0.599 3.088 -1.972
H -0.523 4.779 -2.980
H -2.764 4.614 -3.581
H -2.492 5.004 -1.945
H -3.524 2.620 -3.019
*
```

E_LUMO = 0.229 eV
Kohn-Sham gap = 9.4 eV
energy above the lowest of the compared OMol25 structures with the same formula, charge and spin = 221.0 kcal per mole


3.
C33H47AsN7Ru as an isolated structure. Source: the Open Molecules 2025 dataset; level of theory: the ωB97M-V functional and the def2-TZVPD basis.

The geometry in ORCA input format:
```
! wB97M-V def2-TZVPD RIJCOSX def2/J DEFGRID3
* xyz 4 6
Ru 0.399 0.283 0.185
C 0.196 -2.711 1.466
N 0.092 -2.166 0.097
C 1.174 -2.718 -0.733
C 2.509 -2.183 -0.291
C 3.629 -3.000 -0.230
C 4.847 -2.455 0.145
C 4.902 -1.105 0.468
C 3.737 -0.367 0.401
N 2.558 -0.878 0.015
C -1.211 -2.468 -0.523
C -2.328 -1.552 -0.090
C -3.618 -2.046 0.051
C -4.650 -1.176 0.366
C -4.355 0.167 0.554
C -3.043 0.576 0.407
N -2.048 -0.254 0.076
C -0.195 -1.760 2.567
C -0.363 -2.245 3.861
C -0.772 -1.384 4.862
C -1.037 -0.056 4.539
C -0.819 0.351 3.240
N -0.374 -0.471 2.280
H 1.228 -3.015 1.653
H -0.414 -3.616 1.556
H 1.010 -2.414 -1.770
H 1.177 -3.813 -0.715
H 3.545 -4.050 -0.478
H 5.733 -3.074 0.192
H 5.831 -0.643 0.772
H 3.735 0.685 0.670
H -1.501 -3.505 -0.331
H -1.103 -2.371 -1.607
H -3.809 -3.102 -0.092
H -5.663 -1.542 0.470
H -5.125 0.881 0.810
H -2.784 1.617 0.576
H -0.193 -3.294 4.072
H -0.907 -1.743 5.874
H -1.418 0.636 5.278
H -1.047 1.363 2.932
N 2.590 1.778 -2.285
C 1.877 2.675 -3.267
C 1.072 3.753 -2.538
C -0.284 3.326 -1.956
N -0.193 2.615 -0.637
C -1.064 2.491 -2.968
C -0.275 1.306 -3.515
N -0.076 0.283 -2.435
C 1.026 1.790 -4.165
H 3.110 2.323 -1.601
H 3.242 1.160 -2.772
H 1.880 1.208 -1.818
H 2.662 3.154 -3.852
H 0.859 4.525 -3.280
H 1.688 4.240 -1.772
H -0.853 4.243 -1.787
H -1.155 2.440 -0.351
H 0.168 3.273 0.046
H -1.329 3.135 -3.808
H -2.006 2.151 -2.528
H -0.873 0.852 -4.309
H 0.340 -0.542 -2.863
H -1.012 -0.002 -2.150
H 0.749 2.376 -5.042
H 1.617 0.949 -4.543
C 2.493 1.336 3.749
As 1.853 2.302 2.182
C 0.678 3.664 2.961
C 3.428 3.578 1.863
C 4.016 4.104 3.105
C 3.554 5.330 3.665
C 4.179 5.873 4.752
C 5.256 5.183 5.358
C 5.737 3.970 4.807
C 5.111 3.428 3.723
H 2.533 1.998 4.613
H 3.486 0.925 3.567
H 1.819 0.509 3.965
H 1.027 3.924 3.961
H -0.353 3.333 3.048
H 0.696 4.561 2.341
H 3.010 4.383 1.258
H 4.172 3.026 1.287
H 2.732 5.862 3.202
H 3.851 6.823 5.153
H 5.702 5.572 6.266
H 6.594 3.476 5.247
H 5.477 2.502 3.299
*
```

E_LUMO (spin up / spin down) = -9.940 / -13.670 eV
<S²> = 8.775
Kohn-Sham gap (spin up / spin down) = 8.9 / 5.4 eV


4.
C36H44Br48FN4O3S2 as an isolated structure. Source: the Open Molecules 2025 dataset; level of theory: the ωB97M-V functional and the def2-TZVPD basis.

The geometry in ORCA input format:
```
! wB97M-V def2-TZVPD RIJCOSX def2/J DEFGRID3
* xyz 1 1
C -1.149 -1.769 4.273
C -1.421 -0.532 3.613
N -1.634 0.441 2.434
C -0.487 1.198 2.178
C 0.966 1.203 2.972
C 1.733 2.614 2.599
N 1.463 3.840 3.212
C -0.964 2.093 0.865
C -2.613 1.975 0.620
C -2.767 1.822 -1.006
N -3.993 2.516 -1.583
C -3.993 2.241 -3.099
S -3.188 3.655 1.229
O -2.634 4.702 0.188
O -2.555 4.074 2.608
F -4.905 3.852 1.205
C -2.880 0.641 1.581
S -4.137 1.168 2.920
C -3.638 -0.661 0.934
C -2.658 -1.936 0.598
C -3.084 -2.447 -0.937
N -2.315 -3.703 -1.348
C -0.844 -3.423 -1.564
C -0.554 -2.447 -2.869
C -1.600 -2.169 -4.102
C -1.191 -1.197 -5.390
C 0.305 -0.521 -5.428
C 1.383 -0.740 -4.211
C 0.919 -1.707 -2.953
O 1.920 -1.887 -1.868
H -0.789 -2.789 4.777
H 1.607 0.239 2.781
H 0.723 1.230 4.140
H 2.534 2.635 1.746
H 0.712 3.686 3.932
H -0.573 1.402 -0.021
H -0.449 3.125 0.663
H -1.831 2.286 -1.577
H -2.819 0.694 -1.367
H -4.885 2.143 -1.178
H -5.095 2.018 -3.456
H -3.518 3.168 -3.673
H -3.348 1.305 -3.393
H -3.340 1.613 3.991
H -4.289 -0.406 -0.031
H -4.424 -1.030 1.742
H -2.847 -2.861 1.314
H -1.512 -1.705 0.648
H -2.968 -1.561 -1.717
H -4.234 -2.753 -0.987
H -2.427 -4.456 -0.608
H -0.286 -3.008 -0.619
H -0.316 -4.462 -1.818
H -2.675 -2.653 -4.116
H -1.952 -0.983 -6.278
H 0.604 0.156 -6.343
H 2.460 -0.253 -4.188
H 2.229 -2.847 -1.994
C -6.973 4.830 -3.808
Br -6.583 4.605 -1.915
Br -8.720 5.634 -4.097
Br -5.564 5.809 -4.725
H -7.005 3.828 -4.249
C 3.563 2.945 -2.583
Br 4.609 1.339 -2.918
Br 2.426 3.397 -4.096
Br 2.549 2.816 -0.928
H 4.273 3.769 -2.460
C 8.573 -0.170 -1.654
Br 7.339 -1.154 -2.791
Br 8.886 -1.083 0.034
Br 10.237 0.239 -2.576
H 8.095 0.786 -1.417
C -0.205 6.580 -5.432
Br -0.767 6.814 -3.585
Br 1.729 6.662 -5.617
Br -0.938 4.954 -6.211
H -0.617 7.420 -6.001
C -7.513 1.708 5.312
Br -8.182 0.056 4.532
Br -5.661 1.541 5.883
Br -7.771 3.226 4.124
H -8.108 1.901 6.211
C 3.233 6.490 5.950
Br 1.744 6.733 7.179
Br 4.639 7.800 6.248
Br 3.918 4.670 5.994
H 2.845 6.661 4.940
C 1.243 -5.635 4.417
Br 0.209 -5.169 2.837
Br 0.221 -5.380 6.053
Br 1.980 -7.431 4.296
H 2.092 -4.944 4.459
C -0.583 -7.946 9.756
Br 1.345 -8.113 9.957
Br -1.177 -6.107 9.977
Br -1.205 -8.710 8.079
H -1.040 -8.529 10.562
C -9.884 -3.966 4.750
Br -8.980 -3.678 6.449
Br -11.707 -3.289 4.777
Br -8.866 -3.246 3.257
H -9.947 -5.049 4.602
C 3.368 -3.743 -6.670
Br 1.880 -3.500 -5.441
Br 4.774 -2.433 -6.372
Br 4.053 -5.563 -6.626
H 2.980 -3.572 -7.680
C 7.523 9.443 3.399
Br 6.854 7.791 2.619
Br 9.375 9.276 3.970
Br 7.265 10.961 2.211
H 6.927 9.636 4.298
C -1.540 -6.236 -4.589
Br 0.271 -6.604 -3.980
Br -2.866 -6.720 -3.250
Br -1.745 -4.394 -5.179
H -1.719 -6.873 -5.461
C -3.898 -1.163 8.760
Br -5.132 -2.147 7.623
Br -3.585 -2.076 10.449
Br -2.235 -0.754 7.839
H -4.376 -0.206 8.998
C 4.081 -9.881 -6.555
Br 4.470 -10.106 -4.662
Br 2.334 -9.076 -6.844
Br 5.490 -8.902 -7.472
H 4.049 -10.883 -6.995
C 8.402 -4.548 -5.302
Br 7.977 -5.219 -7.078
Br 6.941 -4.837 -4.050
Br 10.079 -5.275 -4.636
H 8.536 -3.465 -5.392
C 8.425 10.086 -2.018
Br 8.417 8.549 -0.826
Br 6.640 10.820 -2.264
Br 9.693 11.444 -1.441
H 8.762 9.730 -2.997
*
```

E_LUMO = -4.529 eV
Kohn-Sham gap = 5.3 eV
energy above the lowest of the compared OMol25 structures with the same formula, charge and spin = 319.0 kcal per mole